Arrangement one

Molecular formula: C4H9O2
Method: DFT, wB97M-V/def2-TZVPD

Last column: Mulliken charge in e.
CARTESIAN COORDINATES (ANGSTROEM)
O  0.477  0.416  3.708  -0.75
O  0.488  -0.763  1.781  -0.68
C  0.491  0.108  -2.328  -0.81
C  -0.989  1.056  1.939  -0.50
C  0.382  -1.221  -1.614  -0.73
C  0.056  0.122  2.564  0.48
H  1.078  -1.986  -2.021  0.32
H  -0.401  0.695  -2.058  0.23
H  -0.601  -1.721  -1.633  0.25
H  -2.022  0.968  2.312  0.21
H  -0.926  0.875  0.836  0.01
H  0.617  -0.118  -3.363  0.34
H  1.309  0.621  -1.871  0.23
H  -0.695  2.036  2.336  0.22
H  0.736  -1.086  -0.588  0.19

E_HOMO = -0.1404 Eh
gap between HOMO and LUMO = 7.65 eV
molar mass = 89.11 Da
charge = -1
LUMO level = 3.83 eV

=====

Arrangement two

Molecular formula: C4H9O2
Method: DFT, wB97M-V/def2-TZVPD

Last column: Mulliken charge in e.
CARTESIAN COORDINATES (ANGSTROEM)
O  0.245  -0.339  -1.884  -0.73
O  0.056  1.205  -0.255  -0.72
C  -0.030  0.800  -1.441  0.66
C  0.745  -1.612  1.338  -0.74
C  -0.509  1.845  -2.471  -0.94
C  -0.224  -0.882  2.251  -0.77
H  0.291  -0.146  2.870  0.22
H  0.040  2.772  -2.297  0.24
H  -0.794  -1.547  2.908  0.31
H  0.238  -2.300  0.661  0.23
H  -0.315  1.476  -3.478  0.28
H  -1.571  2.073  -2.371  0.21
H  1.202  -0.879  0.675  0.20
H  -0.912  -0.319  1.621  0.23
H  1.538  -2.149  1.871  0.32

E_HOMO = -0.1442 Eh
gap between HOMO and LUMO = 8.24 eV
molar mass = 89.11 Da
charge = -1
LUMO level = 4.32 eV

=====

Arrangement three

Molecular formula: C4H9O2
Method: DFT, wB97M-V/def2-TZVPD

Last column: Mulliken charge in e.
CARTESIAN COORDINATES (ANGSTROEM)
O  -3.220  -1.406  0.062  -0.77
O  -1.805  -2.623  -1.136  -0.74
C  1.255  0.484  0.377  -0.70
C  -1.658  -0.317  -1.359  -0.09
C  2.007  1.081  1.487  -0.94
C  -2.260  -1.523  -0.750  0.53
H  1.546  1.875  1.937  0.35
H  3.011  1.457  1.182  0.26
H  2.296  0.256  2.321  0.21
H  0.475  -0.272  0.669  0.25
H  1.969  -0.080  -0.204  0.26
H  -1.004  -0.566  -2.142  0.30
H  0.829  1.202  -0.333  0.30
H  -0.966  -0.014  -0.582  -0.47
H  -2.476  0.446  -1.528  0.25

E_HOMO = -0.1256 Eh
gap between HOMO and LUMO = 6.89 eV
molar mass = 89.11 Da
charge = -1
LUMO level = 3.48 eV

=====

Arrangement four

Molecular formula: C4H9O2
Method: DFT, wB97M-V/def2-TZVPD

Last column: Mulliken charge in e.
CARTESIAN COORDINATES (ANGSTROEM)
O  0.851  2.452  0.605  -0.76
O  -0.903  -2.445  -0.107  -1.06
C  0.663  -0.197  -1.249  -1.17
C  0.552  -0.130  0.291  -0.23
C  -0.901  0.797  0.417  -0.78
C  0.254  1.394  1.009  0.37
H  -1.847  -2.555  0.048  0.12
H  -1.180  1.071  -0.573  0.25
H  -0.015  -0.965  -1.598  0.27
H  0.307  1.207  2.104  0.28
H  -1.654  0.312  1.026  0.23
H  1.589  -0.209  0.533  0.40
H  1.673  -0.454  -1.562  0.33
H  0.467  0.790  -1.662  0.30
H  0.144  -1.068  0.716  0.45

E_HOMO = -0.1142 Eh
gap between HOMO and LUMO = 7.27 eV
molar mass = 89.11 Da
charge = -1
LUMO level = 4.16 eV

=====

Most stable structure - arrangement two; separation to the second - 0.0169 hartree.

=====

Arrangement one

Molecular formula: C4H11NS
Method: DFT, wB97M-V/def2-TZVPD

Last column: Mulliken charge in e.
CARTESIAN COORDINATES (ANGSTROEM)
S  3.282  -1.382  0.590  -0.10
N  -3.605  1.294  -0.923  -0.54
C  4.432  -0.042  0.341  -0.80
C  -3.629  0.591  1.403  -0.79
C  2.295  -1.969  -0.831  -0.72
C  -3.833  1.488  0.438  0.12
H  -3.710  0.334  -1.214  0.23
H  -3.128  -0.332  1.153  0.25
H  -4.074  0.874  2.345  0.23
H  1.244  -1.810  -0.597  0.27
H  4.322  0.518  -0.591  0.29
H  5.472  -0.347  0.299  0.29
H  4.280  0.708  1.114  0.28
H  2.470  -1.259  -1.640  0.25
H  2.587  -2.980  -1.065  0.26
H  -4.256  2.441  0.719  0.25
H  -4.150  1.873  -1.540  0.25

E_HOMO = -0.3066 Eh
gap between HOMO and LUMO = 9.29 eV
molar mass = 105.21 Da
structure (SMILES) = C=CN.CSC
charge = 0
LUMO level = 0.95 eV

=====

Arrangement two

Molecular formula: C4H11NS
Method: DFT, wB97M-V/def2-TZVPD

Last column: Mulliken charge in e.
CARTESIAN COORDINATES (ANGSTROEM)
S  0.688  -0.024  -2.750  -0.19
N  0.638  0.424  -1.090  -0.33
C  -1.562  1.298  -0.335  -1.31
C  1.115  -1.295  1.250  -1.06
C  -0.573  0.160  -0.369  0.02
C  0.026  -0.263  1.317  -0.63
H  -1.809  1.578  -1.363  0.36
H  1.962  -0.923  0.681  0.28
H  0.931  1.390  -0.986  0.28
H  1.453  -1.531  2.261  0.37
H  -1.139  2.168  0.169  0.32
H  0.360  0.680  1.735  0.33
H  0.756  -2.212  0.788  0.28
H  -1.011  -0.766  -0.739  0.44
H  1.506  -1.074  -2.572  0.12
H  -0.863  -0.616  1.829  0.36
H  -2.478  1.005  0.173  0.36

E_HOMO = -0.3232 Eh
gap between HOMO and LUMO = 9.77 eV
molar mass = 105.21 Da
structure (SMILES) = CC[C@@H](C)NS
charge = 0
LUMO level = 0.98 eV

=====

Most stable structure - arrangement two; separation to the second - 0.0155 hartree.

=====

Arrangement one

Molecular formula: C4H11NS
Method: DFT, wB97M-V/def2-TZVPD

Last column: Mulliken charge in e.
CARTESIAN COORDINATES (ANGSTROEM)
S  -0.812  2.551  1.462  -0.28
N  -0.170  -1.853  0.488  -0.52
C  -0.298  -0.959  -1.825  -1.17
C  0.485  0.604  -0.230  -0.94
C  0.396  1.275  1.191  -0.60
C  -0.414  -0.602  -0.358  0.34
H  0.678  -0.657  -2.120  0.30
H  -0.568  2.887  2.912  0.13
H  1.350  1.800  1.243  0.37
H  0.533  -1.595  1.176  0.21
H  -0.313  -2.626  -0.159  0.18
H  -1.117  -0.538  -2.514  0.26
H  -0.449  -2.110  -1.946  0.38
H  1.514  0.230  -0.270  0.40
H  -1.409  -0.382  -0.118  0.23
H  0.214  1.327  -1.023  0.35
H  0.379  0.649  2.091  0.35

E_HOMO = -0.3235 Eh
gap between HOMO and LUMO = 9.55 eV
molar mass = 105.21 Da
structure (SMILES) = C[C@@H](N)CCS
charge = 0
LUMO level = 0.75 eV

=====

Arrangement two

Molecular formula: C4H11NS
Method: DFT, wB97M-V/def2-TZVPD

Last column: Mulliken charge in e.
CARTESIAN COORDINATES (ANGSTROEM)
S  -1.695  0.114  0.299  -0.14
N  0.924  0.858  0.559  -0.22
C  -0.916  -1.309  -0.502  -0.36
C  -0.347  1.313  0.114  -0.67
C  1.121  0.597  1.962  -0.92
C  -0.519  -1.102  -1.956  -1.06
H  -1.603  -2.146  -0.370  0.38
H  -0.277  1.591  -0.936  0.39
H  -0.693  2.208  0.650  0.33
H  0.569  -1.071  -2.058  0.27
H  0.149  0.510  2.446  0.31
H  1.740  1.113  0.035  0.21
H  1.698  -0.312  2.149  0.30
H  -0.783  -1.970  -2.573  0.33
H  1.643  1.405  2.486  0.32
H  -0.052  -1.579  0.111  0.23
H  -0.959  -0.221  -2.416  0.29

E_HOMO = -0.3082 Eh
gap between HOMO and LUMO = 9.38 eV
molar mass = 105.21 Da
structure (SMILES) = CCSCNC
charge = 0
LUMO level = 1.00 eV

=====

Most stable structure - arrangement two; separation to the second - 0.0455 hartree.

=====

Arrangement one

Molecular formula: C4H11NS
Method: DFT, wB97M-V/def2-TZVPD

Last column: Mulliken charge in e.
CARTESIAN COORDINATES (ANGSTROEM)
S  -0.885  2.579  1.400  -0.25
N  -0.119  -1.812  0.504  -0.51
C  0.392  1.216  1.291  -0.62
C  0.399  0.611  -0.110  -1.15
C  -0.136  -1.005  -1.882  -1.57
C  -0.382  -0.666  -0.389  0.57
H  1.436  0.615  -0.506  0.36
H  -0.619  -0.251  -2.505  0.39
H  0.125  1.418  -0.819  0.50
H  0.215  -2.541  -0.091  0.22
H  0.399  -1.469  1.295  0.22
H  0.015  0.490  2.012  0.34
H  1.335  1.621  1.656  0.42
H  -1.468  -0.465  -0.351  0.11
H  -0.639  -1.941  -2.073  0.46
H  0.926  -0.928  -2.117  0.38
H  -0.996  2.529  2.687  0.12

E_HOMO = -0.3320 Eh
gap between HOMO and LUMO = 10.03 eV
molar mass = 105.21 Da
structure (SMILES) = C[C@@H](N)CCS
charge = 0
LUMO level = 1.00 eV

=====

Arrangement two

Molecular formula: C4H11NS
Method: DFT, wB97M-V/def2-TZVPD

Last column: Mulliken charge in e.
CARTESIAN COORDINATES (ANGSTROEM)
S  2.770  2.257  0.116  -0.19
N  -0.463  -2.133  1.255  -0.54
C  0.989  2.531  -0.146  -0.58
C  -0.536  -1.242  0.139  0.90
C  -1.885  -0.547  -0.011  -1.16
C  0.464  -1.168  -0.759  -1.08
H  0.410  1.674  0.255  0.07
H  -2.231  -0.129  0.963  0.35
H  1.370  -1.809  -0.675  0.21
H  -1.319  -2.195  1.872  0.22
H  0.388  -0.504  -1.621  0.29
H  -2.640  -1.258  -0.357  0.36
H  -1.744  0.306  -0.745  0.26
H  0.728  2.656  -1.208  0.26
H  0.121  -2.985  1.056  0.22
H  0.711  3.473  0.365  0.33
H  2.868  1.073  -0.499  0.09

E_HOMO = -0.3048 Eh
gap between HOMO and LUMO = 9.17 eV
molar mass = 105.21 Da
structure (SMILES) = C=C(C)N.CS
charge = 0
LUMO level = 0.87 eV

=====

Most stable structure - arrangement one; separation to the second - 0.0066 hartree.